Record 1
C2H4N2S3 | ωB97M-V with the def2-TZVPD basis set

total charge: 0
lowest unoccupied orbital energy: -0.737 eV
highest occupied orbital energy: -8.77 eV
Kohn-Sham gap: 8.0 eV

Cartesian coordinates (Å):
C (-0.30845, -0.60847, 0.60732)
C (1.09897, 1.13915, -0.17054)
H (-3.53422, 0.92306, -0.23782)
H (-0.29493, -0.82733, 2.03234)
H (2.02049, -1.59059, -1.47857)
H (2.11491, 1.42269, -0.36588)
N (-1.25538, -0.37136, -0.33313)
N (0.98560, -0.21847, 0.19941)
S (-2.88701, -0.78813, -0.11680)
S (2.05798, -1.32987, -0.10986)
S (0.00205, 2.24931, -0.02647)

Results of the Mulliken charge analysis, in e, for atoms 1 through 2: atom 1 (C): -0.06, atom 2 (C): -0.04



Record 2
C31H34GdN3O6P | ωB97M-V with the def2-TZVPD basis set

total charge: +1
lowest unoccupied orbital energy (spin up / spin down): -2.891 / -5.180 eV
highest occupied orbital energy (spin up / spin down): -7.12 / -10.88 eV
2S+1: 8
⟨S²⟩: 15.921
Kohn-Sham gap (spin up / spin down): 4.2 / 5.7 eV

Cartesian coordinates (Å):
Gd (0.47535, 0.13191, -0.20363)
O (-1.35970, -2.40451, 2.88995)
C (-1.23334, -1.15616, 2.50972)
O (-1.13729, -0.82315, 1.33698)
C (-1.26635, -0.22187, 3.70218)
O (-1.18045, 1.13229, 3.39282)
C (0.13143, 1.68612, 3.39592)
C (0.77706, 1.35479, 2.06471)
O (0.54676, 2.07934, 1.07027)
O (1.38181, 0.24021, 1.94052)
H (-1.38580, -2.99484, 2.10884)
H (-0.49063, -0.55320, 4.40136)
H (-2.23052, -0.39613, 4.18926)
H (0.72148, 1.28369, 4.22279)
H (0.01167, 2.76126, 3.50127)
N (-0.00958, 2.34243, -1.97128)
C (-1.21259, 2.47574, -1.26861)
C (-1.80347, 3.69449, -0.94779)
C (-2.96956, 3.66838, -0.21473)
C (-3.51837, 2.44870, 0.17657)
C (-2.84651, 1.29712, -0.16181)
N (-1.70432, 1.30463, -0.86568)
H (0.41498, 3.20809, -2.26926)
H (-0.06191, 1.66412, -2.72374)
H (-1.35779, 4.62124, -1.28126)
H (-3.46370, 4.59473, 0.04697)
H (-4.43483, 2.39848, 0.74531)
H (-3.20391, 0.32280, 0.14593)
N (0.64533, -1.18526, -1.94158)
P (0.81107, -2.72881, -1.71344)
C (0.99692, -3.67081, -3.24872)
C (1.27648, -2.95955, -4.40920)
C (1.42553, -3.64681, -5.61481)
C (1.29419, -5.02836, -5.64639)
C (1.01802, -5.74368, -4.48232)
C (0.87040, -5.05700, -3.28497)
C (-0.62628, -3.49957, -0.88716)
C (-1.88894, -2.99258, -1.19273)
C (-3.02727, -3.53674, -0.61866)
C (-2.91949, -4.60140, 0.26823)
C (-1.66669, -5.12132, 0.57599)
C (-0.52489, -4.56784, 0.00314)
C (2.21884, -3.13509, -0.63638)
C (2.21245, -2.62115, 0.66287)
C (3.27207, -2.83112, 1.52656)
C (4.37533, -3.55493, 1.08577)
C (4.40495, -4.05692, -0.20444)
C (3.32901, -3.85503, -1.06320)
H (1.35726, -1.88093, -4.36977)
H (1.63546, -3.09585, -6.52308)
H (1.39905, -5.56276, -6.58303)
H (0.91312, -6.81923, -4.51155)
H (0.64833, -5.61866, -2.38373)
H (-1.97755, -2.15621, -1.87680)
H (-4.00179, -3.13831, -0.86942)
H (-3.80867, -5.02721, 0.71454)
H (-1.58105, -5.95648, 1.25941)
H (0.44349, -4.98453, 0.24807)
H (1.35634, -2.06572, 1.05281)
H (3.24371, -2.42120, 2.52736)
H (5.21211, -3.72576, 1.75035)
H (5.26584, -4.61509, -0.54847)
H (3.36048, -4.25635, -2.06853)
C (4.43623, 0.02251, -2.19827)
C (5.06944, 0.51902, -0.88855)
C (3.88498, 1.07526, -0.08249)
O (2.71332, 0.84781, -0.89614)
C (3.14128, 0.80757, -2.27120)
H (4.19823, -1.04061, -2.12985)
H (5.07797, 0.17377, -3.06438)
H (5.80285, 1.30175, -1.07684)
H (5.57492, -0.28400, -0.35591)
H (3.97414, 2.14818, 0.09972)
H (3.71496, 0.56786, 0.86500)
H (3.28767, 1.83300, -2.62664)
H (2.35029, 0.30955, -2.82762)

Results of the Mulliken charge analysis, in e, for atoms 1 through 2: atom 1 (Gd): 0.09, atom 2 (O): -0.58



Record 3
C5H6O | ωB97M-V with the def2-TZVPD basis set

total charge: 0
lowest unoccupied orbital energy: 0.740 eV
highest occupied orbital energy: -9.17 eV
Kohn-Sham gap: 9.9 eV
SMILES string: C#CCCC=O

Cartesian coordinates (Å):
O (-2.58440, -0.08436, -0.85116)
C (-2.13487, -0.25454, 0.25556)
C (-0.68217, -0.06248, 0.63537)
C (0.25681, 0.28209, -0.54415)
C (1.66155, 0.36789, -0.27458)
C (2.80384, -0.06516, -0.32170)
H (-2.80205, -0.56148, 1.09460)
H (-0.34098, -0.97249, 1.13880)
H (-0.69276, 0.70291, 1.44243)
H (0.91058, -0.50241, -1.18168)
H (-0.20293, 0.95693, -1.27198)
H (3.80738, 0.19311, -0.12150)

Results of the Mulliken charge analysis, in e, for atoms 1 through 2: atom 1 (O): -0.47, atom 2 (C): 0.00



Energy above the lowest of the compared OMol25 structures with the same formula, charge and spin: 5.489, 6.422, 3.868 (eV)
E_tot: -1382.4704, -2924.1189, -269.2041 (Ha)